This record from the OMol25 dataset describes an isolated molecule of C3H6N2O2. The level of theory is ωB97M-V/def2-TZVPD.

Properties
HOMO energy: -0.35288 hartree
strongest force on any atom: 4.16 eV Å⁻¹
energy relative to the best compared isomer or geometry (same formula, charge and spin): 107.3 kcal per mole

Positions of all 13 atoms, in Å:
O 2.3909 -1.0850 1.1000
N 2.1805 -0.1546 0.3593
N 0.8592 0.0946 0.1778
C -0.1897 -0.7444 0.6185
C -1.3775 -0.1160 -0.2025
O -0.8894 0.6452 -1.1889
C 0.4146 1.0635 -0.8226
H -0.1750 -1.8528 0.4525
H -0.4160 -0.6976 1.6643
H -2.0251 0.4869 0.4574
H -2.1750 -0.7941 -0.6481
H 0.2843 2.0230 -0.3414
H 1.1182 1.1313 -1.6264

***

This record from the OMol25 dataset describes a cluster of 2 separate species, C5H14 in total. The level of theory is ωB97M-V/def2-TZVPD.

Properties
HOMO energy: -0.41236 hartree
strongest force on any atom: 1.35 eV Å⁻¹
energy relative to the best compared isomer or geometry (same formula, charge and spin): 6.9 kcal per mole

Positions of all 19 atoms, in Å:
C -0.6549 -0.6530 -1.7037
C 0.8501 -0.8744 -1.6052
C 1.6511 0.2313 -0.9075
H -0.8640 0.1691 -2.3705
H -1.0846 -1.4995 -2.2394
H -1.0612 -0.3580 -0.7411
H 1.0144 -1.8084 -1.0534
H 1.3325 -1.0706 -2.5680
H 1.1870 0.4217 0.0529
H 2.6927 -0.0716 -0.7998
H 1.7522 1.1195 -1.5329
C -0.9053 1.3059 1.8563
C -0.7959 -0.1962 1.9705
H -1.8160 1.6086 2.3777
H -0.1013 1.8240 2.3574
H -0.9588 1.7710 0.8708
H 0.1171 -0.5794 1.5013
H -1.5759 -0.8168 1.5237
H -0.7792 -0.5233 3.0108

***

This record from the OMol25 dataset describes a structure of composition C9H12B3FN2O3. The level of theory is ωB97M-V/def2-TZVPD.

Properties
HOMO energy: -0.36872 hartree
strongest force on any atom: 1.65 eV Å⁻¹
energy relative to the best compared isomer or geometry (same formula, charge and spin): 0.0 kcal per mole

Positions of all 30 atoms, in Å:
C -2.2008 2.9708 3.1576
C -2.3401 3.2009 1.9896
B -2.1402 3.0816 0.4754
O -3.0073 2.3842 -0.3282
B -2.2586 1.3291 -0.9019
N -2.8473 0.0367 -0.9730
O -0.9667 1.5544 -1.3496
B -0.2857 2.4343 -0.5412
C 1.1722 2.2317 0.0178
C 2.1881 1.6588 -0.9678
F 1.6820 1.5917 -2.2321
O -0.9983 3.5721 -0.1254
H -2.0122 2.8788 4.1787
H -3.5769 -0.0530 -0.2801
H -2.1160 -0.6066 -0.6695
H 1.5152 3.2066 0.3296
H 1.0983 1.6226 0.9147
H 3.0409 2.3222 -1.0023
H 2.5753 0.7035 -0.6491
N -0.1621 -2.2908 -0.4358
C 0.6847 -2.7023 -1.3775
C 1.7440 -3.5632 -1.1354
C 1.9376 -4.0201 0.1574
C 1.0681 -3.6016 1.1510
C 0.0389 -2.7416 0.8022
H 0.4975 -2.3168 -2.3733
H 2.3991 -3.8659 -1.9403
H 2.7539 -4.6927 0.3876
H 1.1836 -3.9340 2.1733
H -0.6672 -2.3914 1.5477

***

Number 1: frontier orbital gap 10.45 eV, LUMO level 0.844 eV. Number 2: frontier orbital gap 12.41 eV, LUMO level 1.191 eV. Number 3: frontier orbital gap 10.57 eV, LUMO level 0.539 eV.